{"formula": "C21H74N2O16", "method": "ωB97M-V with the def2-TZVPD basis set", "charge": 0, "e_above_lowest_kcal_mol": 44.3, "homo_energy_ev": -8.6, "spin_multiplicity": 1, "symbols": ["C", "C", "O", "H", "H", "H", "H", "H", "H", "C", "C", "O", "H", "H", "H", "H", "H", "H", "C", "C", "O", "H", "H", "H", "H", "H", "H", "C", "C", "O", "H", "H", "H", "H", "H", "H", "C", "C", "O", "H", "H", "H", "H", "H", "H", "C", "O", "N", "N", "H", "H", "H", "H", "C", "O", "H", "H", "H", "H", "C", "O", "H", "H", "H", "H", "C", "O", "H", "H", "H", "H", "C", "O", "H", "H", "H", "H", "C", "O", "H", "H", "H", "H", "C", "O", "H", "H", "H", "H", "C", "O", "H", "H", "H", "H", "C", "O", "H", "H", "H", "H", "C", "O", "H", "H", "H", "H", "C", "O", "H", "H", "H", "H"], "xyz": [[0.878, -15.972, 9.513], [1.789, -16.523, 10.676], [2.488, -15.473, 11.270], [1.507, -15.276, 8.940], [0.085, -15.418, 9.943], [0.443, -16.753, 8.793], [2.548, -17.171, 10.234], [1.313, -17.130, 11.431], [1.995, -15.338, 12.104], [2.406, -23.825, 8.426], [1.678, -22.682, 7.807], [0.391, -22.765, 8.119], [3.421, -23.768, 7.988], [2.064, -24.843, 8.134], [2.498, -23.762, 9.582], [1.796, -22.689, 6.699], [2.175, -21.704, 8.055], [0.281, -22.933, 9.020], [-0.907, -19.977, 7.191], [-0.750, -18.601, 6.575], [-1.720, -18.489, 5.564], [-0.153, -20.080, 7.991], [-0.864, -20.737, 6.395], [-1.913, -20.023, 7.693], [0.230, -18.402, 6.204], [-0.825, -17.929, 7.411], [-1.668, -17.641, 5.213], [7.576, -17.985, 9.200], [7.153, -17.400, 7.887], [7.521, -16.049, 7.754], [7.416, -17.271, 10.018], [8.608, -18.139, 9.313], [7.150, -18.924, 9.406], [6.106, -17.331, 7.918], [7.117, -18.052, 6.944], [6.887, -15.576, 8.253], [2.963, -18.611, 7.502], [3.866, -19.775, 7.059], [4.908, -20.116, 7.876], [2.270, -18.318, 6.793], [3.615, -17.771, 7.700], [2.409, -18.908, 8.334], [4.213, -19.380, 6.132], [3.441, -20.663, 6.675], [5.503, -20.720, 7.435], [2.981, -19.980, 11.237], [2.073, -20.970, 10.678], [4.027, -19.399, 10.615], [2.942, -19.607, 12.440], [4.095, -19.552, 9.584], [4.462, -18.517, 10.906], [2.253, -20.021, 13.028], [3.505, -18.897, 12.862], [6.351, -24.142, 7.366], [5.968, -22.856, 7.513], [5.455, -24.847, 7.391], [7.122, -24.331, 8.066], [6.729, -24.246, 6.338], [6.713, -22.263, 7.712], [4.290, -15.011, 8.529], [5.283, -15.201, 9.469], [3.509, -15.813, 8.640], [4.588, -15.137, 7.494], [3.714, -14.097, 8.736], [5.682, -14.362, 9.710], [0.938, -21.295, 4.200], [1.291, -20.909, 2.834], [1.481, -20.678, 4.944], [1.297, -22.261, 4.501], [-0.085, -21.385, 4.418], [2.207, -21.022, 2.648], [2.690, -14.163, 5.749], [2.809, -15.603, 5.777], [2.126, -13.855, 4.888], [3.615, -13.602, 5.652], [2.322, -13.699, 6.672], [3.625, -15.886, 5.467], [9.259, -21.740, 8.560], [8.121, -21.143, 8.074], [9.072, -22.440, 9.356], [9.769, -20.855, 8.974], [9.719, -22.083, 7.634], [8.374, -20.349, 7.638], [5.517, -22.440, 10.451], [5.966, -21.197, 10.852], [4.685, -22.327, 9.776], [5.045, -22.793, 11.386], [6.169, -23.146, 10.162], [5.230, -20.430, 10.746], [6.729, -20.038, 4.487], [6.598, -21.433, 4.203], [5.744, -19.588, 4.428], [7.310, -19.470, 3.781], [7.147, -19.961, 5.417], [7.463, -21.815, 3.941], [6.257, -16.158, 4.581], [5.359, -17.077, 5.247], [6.993, -15.753, 5.335], [5.844, -15.272, 4.166], [6.774, -16.673, 3.804], [4.766, -17.221, 4.476], [-0.229, -19.348, 10.903], [-1.120, -20.480, 10.830], [0.490, -19.345, 10.038], [0.319, -19.454, 11.770], [-0.712, -18.352, 11.011], [-1.694, -20.399, 10.077], [4.026, -23.384, 4.973], [4.021, -22.209, 4.149], [3.223, -24.073, 4.717], [3.834, -23.059, 5.983], [5.018, -23.823, 4.937], [4.949, -21.863, 4.068]], "forces_ev_per_angstrom": [[0.86, -1.61, -0.28], [-0.09, -0.62, -2.39], [-0.44, 0.79, 1.77], [-0.29, -0.28, 0.08], [-0.98, 0.61, 0.34], [0.78, 0.95, 1.23], [-0.06, -0.15, -0.21], [-0.69, -0.14, 0.07], [0.75, 0.49, -0.58], [2.30, -0.88, 0.92], [2.88, 0.68, -1.15], [-3.68, 0.81, -1.75], [-0.01, -0.14, 0.70], [-0.34, 0.79, 0.20], [-0.25, 0.04, -1.92], [-0.34, -0.38, 0.48], [-0.46, -0.67, 0.44], [-0.21, -0.23, 2.31], [-0.39, 0.25, 0.30], [-0.30, -1.09, 0.67], [-0.37, -1.65, 0.93], [-0.16, -0.49, -0.55], [0.18, 0.04, 0.71], [0.79, -0.05, -0.58], [0.90, -0.27, -0.66], [-0.75, 1.01, 0.30], [0.02, 2.29, -1.14], [0.44, 0.94, 0.22], [-1.45, -0.59, -0.51], [2.28, -0.40, -1.72], [-0.67, -0.10, -0.22], [1.85, -0.27, -0.39], [-1.01, -1.19, 0.30], [-2.02, -0.30, 0.51], [1.53, 0.96, 0.97], [-1.05, 0.77, 0.92], [2.33, -1.57, 0.93], [-0.91, 1.30, -2.60], [0.99, 0.85, 2.10], [-1.11, 0.36, -1.84], [0.04, 0.28, 0.28], [-0.98, -0.15, 1.82], [1.07, 0.52, -1.04], [-1.60, -1.07, 0.18], [-0.10, -0.42, -0.06], [-3.62, -5.49, -5.69], [5.54, 5.44, 2.87], [0.60, 0.40, -3.73], [-1.85, 0.57, 5.12], [0.00, 0.11, 1.03], [-0.61, -0.57, 0.12], [-0.39, -0.24, 0.33], [0.37, 0.09, -0.18], [-0.67, -1.62, -1.97], [-1.47, 2.87, 0.32], [1.15, 0.86, 0.55], [0.72, -1.15, 0.82], [0.41, -0.56, 0.09], [0.09, -0.41, 0.04], [-2.72, -0.68, -0.20], [1.39, -0.35, 0.67], [0.88, 0.53, 0.14], [0.49, 0.48, -0.17], [0.35, 0.03, -0.44], [-0.11, 0.06, 0.05], [3.04, 0.37, -0.25], [-2.45, -0.08, 1.26], [-0.66, 0.35, -0.37], [0.52, -0.96, -0.56], [-1.55, 0.78, -0.52], [1.15, -0.50, 0.48], [0.72, -0.08, 0.02], [-2.79, 1.95, 1.26], [-0.74, 0.07, -0.21], [0.79, -0.51, -0.23], [-0.62, -0.83, -0.07], [2.54, -0.59, -0.68], [1.59, 1.70, -0.32], [-3.57, -0.27, -0.17], [-0.22, -0.47, -0.10], [1.01, -0.95, 0.29], [1.10, -0.92, 0.73], [0.06, 0.96, -0.45], [-4.74, 1.95, 2.97], [0.52, 3.49, -0.37], [-0.11, -0.31, -0.77], [-0.12, -0.98, -0.31], [2.93, -1.89, -1.32], [2.22, -2.92, 0.21], [-1.16, -0.52, -1.99], [1.05, -0.11, -0.69], [-0.20, -0.19, 0.40], [0.57, -0.12, -0.54], [0.91, 0.67, 2.60], [-0.85, 0.40, 0.25], [1.92, 0.17, 2.25], [-0.65, 1.09, -1.88], [-0.64, -0.83, -0.62], [-1.22, 0.67, -0.42], [0.58, -0.39, -0.59], [-0.04, -0.71, 1.07], [-1.13, 0.21, -2.39], [0.76, 0.80, 0.80], [-0.74, 0.12, 0.79], [1.22, -0.55, 1.78], [-0.32, -0.57, -0.41], [-0.24, 0.20, -0.60], [0.31, 1.21, -0.05], [0.30, 0.16, -0.45], [0.14, -0.03, -0.50], [0.10, -0.11, 0.57], [-0.09, -0.50, -0.01], [-1.08, -0.81, 0.23]]}

---

{"formula": "C21H78BrN4O22", "method": "ωB97M-V with the def2-TZVPD basis set", "charge": 1, "homo_energy_ev": -11.8, "spin_multiplicity": 1, "symbols": ["C", "C", "O", "O", "C", "C", "C", "C", "C", "C", "C", "C", "C", "C", "C", "Br", "N", "C", "N", "C", "C", "C", "C", "N", "C", "C", "C", "O", "N", "H", "H", "H", "H", "H", "H", "H", "H", "H", "H", "H", "H", "H", "H", "H", "H", "H", "H", "H", "H", "H", "H", "H", "H", "H", "H", "H", "H", "H", "H", "H", "H", "H", "H", "H", "H", "H", "H", "H", "H", "O", "H", "H", "O", "H", "H", "O", "H", "H", "O", "H", "H", "O", "H", "H", "O", "H", "H", "O", "H", "H", "O", "H", "H", "O", "H", "H", "O", "H", "H", "O", "H", "H", "O", "H", "H", "O", "H", "H", "O", "H", "H", "O", "H", "H", "O", "H", "H", "O", "H", "H", "O", "H", "H", "O", "H", "H"], "xyz": [[-8.699, 1.132, 2.257], [-7.577, 1.735, 1.413], [-7.167, 2.821, 1.624], [-7.147, 0.944, 0.424], [-5.804, 1.272, 0.003], [-5.453, 0.438, -1.248], [-4.338, -0.600, -0.979], [-2.910, 0.007, -1.126], [-2.101, -0.707, -2.240], [-1.809, -2.186, -1.866], [-0.560, -2.299, -0.962], [0.664, -2.977, -1.676], [1.752, -1.913, -1.947], [1.471, -1.341, -3.350], [2.609, -0.430, -3.863], [1.928, 1.241, -4.617], [3.534, -0.121, -2.752], [4.001, -1.326, -2.205], [5.270, -1.451, -2.055], [6.238, -0.400, -2.407], [7.610, -0.587, -1.691], [8.286, 0.817, -1.479], [8.445, 1.266, -0.012], [7.204, 1.636, 0.710], [7.563, 1.624, 2.156], [6.795, 2.960, 0.430], [6.419, 3.406, -0.990], [6.684, 3.772, 1.294], [3.152, -2.376, -1.843], [-8.542, 0.052, 2.259], [-9.681, 1.364, 1.848], [-8.622, 1.554, 3.256], [-5.061, 1.079, 0.782], [-5.778, 2.314, -0.296], [-6.368, -0.093, -1.532], [-5.103, 1.072, -2.065], [-4.429, -1.019, 0.028], [-4.486, -1.433, -1.678], [-2.972, 1.075, -1.347], [-2.391, -0.173, -0.179], [-2.683, -0.683, -3.167], [-1.186, -0.118, -2.381], [-2.670, -2.565, -1.327], [-1.700, -2.724, -2.813], [-0.303, -1.295, -0.604], [-0.773, -2.897, -0.073], [1.007, -3.863, -1.129], [0.284, -3.337, -2.632], [1.662, -1.080, -1.240], [1.368, -2.168, -4.061], [0.532, -0.786, -3.378], [3.189, -0.946, -4.627], [3.008, 0.402, -2.050], [5.629, -2.306, -1.656], [5.898, 0.601, -2.166], [6.446, -0.454, -3.479], [8.283, -1.191, -2.305], [7.504, -1.143, -0.751], [7.832, 1.573, -2.118], [9.307, 0.679, -1.849], [9.218, 2.044, 0.056], [8.860, 0.408, 0.523], [6.691, 1.795, 2.785], [7.953, 0.641, 2.447], [8.363, 2.334, 2.382], [6.061, 2.559, -1.574], [5.629, 4.152, -0.911], [7.273, 3.897, -1.462], [3.320, -3.187, -2.432], [-7.191, 4.162, 4.466], [-6.399, 4.666, 4.689], [-7.137, 4.041, 3.512], [3.103, 1.373, 0.271], [2.866, 0.488, 0.571], [3.917, 1.571, 0.747], [2.382, -5.469, -0.281], [3.022, -4.803, -0.552], [2.908, -6.263, -0.141], [-2.657, -4.804, -0.554], [-2.407, -5.630, -0.980], [-3.168, -5.082, 0.214], [-6.514, 3.384, -2.295], [-7.274, 2.896, -1.963], [-6.886, 4.216, -2.605], [-3.632, 3.516, -0.892], [-4.078, 3.855, -1.675], [-4.073, 3.963, -0.163], [-5.084, -4.865, -2.415], [-5.867, -4.473, -2.013], [-4.357, -4.561, -1.860], [5.251, -0.621, 2.592], [5.808, 0.027, 2.166], [5.841, -1.370, 2.754], [6.222, 6.446, 0.195], [6.293, 5.508, 0.421], [5.850, 6.852, 0.983], [-7.151, 1.133, 6.076], [-7.398, 1.513, 6.923], [-7.357, 1.828, 5.439], [-5.966, -1.148, 2.727], [-6.262, -0.718, 3.536], [-6.105, -0.480, 2.047], [0.607, 3.295, -2.096], [0.659, 2.525, -2.672], [1.519, 3.458, -1.836], [4.737, -2.219, 4.955], [4.536, -1.657, 5.708], [4.536, -1.672, 4.185], [-6.030, 5.755, 6.842], [-6.370, 4.938, 7.218], [-6.819, 6.239, 6.580], [0.123, 1.600, 1.705], [0.674, 2.107, 1.101], [0.568, 1.677, 2.554], [0.511, -5.026, -4.326], [0.844, -5.250, -5.200], [0.047, -5.820, -4.042], [-7.836, -5.321, -0.699], [-7.588, -6.146, -1.127], [-8.354, -5.597, 0.062], [4.300, -3.071, 2.160], [3.562, -3.487, 2.624], [3.916, -2.286, 1.759], [-4.293, 1.005, 3.883], [-4.229, 0.046, 3.945], [-4.747, 1.266, 4.692]], "forces_ev_per_angstrom": [[0.75, -0.40, -0.57], [-2.20, -1.33, 0.43], [1.28, 2.23, 0.40], [0.62, -0.52, 0.54], [0.64, 0.28, -1.85], [0.11, -0.76, 0.82], [0.00, 0.36, -0.21], [-0.20, -0.99, -0.34], [-0.61, 0.04, 0.67], [0.33, 1.26, -0.10], [0.19, -0.68, -0.22], [-0.43, 0.73, 0.41], [-1.07, -0.10, -0.58], [0.26, 0.18, -0.78], [-0.50, -0.42, 0.51], [0.43, -0.54, 0.14], [-0.12, 0.01, 0.21], [-0.90, -0.69, 0.26], [0.89, 0.56, 0.01], [1.65, -0.29, 0.05], [-0.34, 0.60, -0.04], [0.53, -0.99, 0.25], [-0.11, -0.79, -0.96], [0.93, 0.68, 0.85], [0.06, -0.91, 0.36], [-0.48, -0.18, -2.05], [0.09, -0.80, 0.39], [-0.28, 1.04, 1.52], [0.32, 1.39, -1.27], [-0.36, 0.03, 0.22], [0.06, 0.01, -0.10], [-0.06, -0.06, -0.02], [-0.37, 0.16, 0.29], [0.06, 0.07, 0.43], [0.10, 0.17, -0.23], [-0.36, 0.11, 0.03], [-0.25, -0.02, -0.09], [0.17, 0.09, 0.06], [0.10, -0.04, 0.30], [0.14, 0.49, -0.08], [0.11, 0.14, -0.02], [0.05, -0.23, -0.21], [-0.04, -0.18, -0.22], [0.07, -0.37, 0.33], [0.06, -0.14, 0.01], [-0.17, 0.10, -0.07], [0.15, 0.44, 0.04], [0.35, -0.15, 0.02], [-0.03, -0.35, 0.20], [-0.11, 0.00, 0.13], [-0.04, -0.22, 0.28], [-0.03, 0.35, -0.16], [0.34, 0.31, 0.18], [0.02, -0.11, 0.19], [-0.64, -0.33, 0.03], [-0.36, 0.15, 0.01], [-0.21, -0.01, -0.03], [-0.11, 0.33, 0.06], [0.00, -0.05, 0.05], [-0.05, 0.33, 0.06], [-0.29, 0.14, 0.00], [-0.07, 0.08, -0.03], [0.13, 0.39, -0.09], [-0.11, -0.01, -0.37], [-0.28, 0.16, 0.04], [0.09, 0.25, -0.19], [0.03, -0.10, 0.02], [0.00, -0.19, -0.08], [0.08, -0.37, 0.33], [0.09, -0.06, 0.07], [-0.02, 0.00, 0.19], [-0.09, -0.20, -0.23], [0.12, -0.28, -0.32], [-0.16, 0.11, 0.25], [0.01, 0.08, 0.03], [0.11, -0.02, -0.12], [0.03, 0.03, 0.19], [-0.05, -0.05, 0.07], [-0.10, -0.18, 0.05], [0.01, -0.03, -0.02], [0.00, 0.04, 0.05], [-0.04, 0.15, -0.08], [0.01, -0.07, 0.03], [-0.01, 0.03, -0.04], [0.10, 0.05, -0.03], [-0.12, -0.08, -0.04], [0.02, -0.01, 0.09], [-0.04, 0.06, 0.03], [-0.09, -0.05, 0.01], [0.11, -0.02, 0.04], [-0.04, -0.07, -0.21], [0.23, 0.41, -0.14], [-0.14, -0.13, 0.02], [-0.07, -0.14, -0.20], [0.10, 0.21, 0.34], [0.00, 0.08, 0.04], [0.09, 0.01, -0.25], [-0.02, -0.04, 0.09], [0.05, 0.20, 0.00], [-0.05, -0.13, 0.00], [-0.07, 0.01, 0.07], [0.04, -0.05, -0.06], [0.03, -0.10, 0.09], [-0.07, 0.05, -0.01], [0.04, 0.08, 0.02], [-0.09, 0.07, -0.05], [0.03, -0.02, 0.09], [-0.04, -0.07, 0.20], [0.00, -0.03, -0.14], [0.01, -0.05, 0.05], [-0.03, 0.06, 0.01], [0.18, -0.17, -0.09], [-0.07, 0.08, -0.08], [-0.07, 0.04, 0.10], [0.17, 0.01, -0.07], [-0.04, 0.01, -0.08], [-0.06, 0.00, 0.08], [0.09, -0.07, -0.06], [0.04, 0.00, -0.08], [-0.05, 0.09, 0.07], [-0.27, -0.25, -0.25], [0.18, -0.10, 0.04], [0.05, 0.09, 0.08], [-0.06, 0.09, 0.12], [0.03, -0.04, -0.14], [-0.01, 0.05, 0.06]]}

---

{"formula": "C21H9CoN5O5S2", "method": "ωB97M-V with the def2-TZVPD basis set", "charge": -2, "e_above_lowest_kcal_mol": 34.3, "homo_energy_ev": [-1.2, -1.9], "spin_multiplicity": 4, "symbols": ["Co", "O", "C", "C", "C", "N", "C", "C", "C", "O", "O", "C", "O", "O", "H", "H", "H", "S", "C", "C", "C", "C", "N", "C", "C", "C", "S", "C", "N", "H", "H", "N", "C", "C", "C", "C", "N", "C", "C", "H", "H", "H", "H"], "xyz": [[1.030, 0.168, 0.508], [1.012, -0.601, 6.469], [0.993, -0.385, 5.111], [2.142, -0.661, 4.342], [2.052, -0.441, 2.979], [0.947, 0.001, 2.412], [-0.162, 0.324, 3.141], [-0.155, 0.108, 4.550], [-1.249, 0.887, 2.447], [-2.336, 1.310, 2.782], [-0.894, 0.915, 0.974], [3.210, -0.626, 1.990], [4.279, -1.046, 2.418], [2.917, -0.300, 0.784], [1.875, -0.959, 6.690], [3.071, -1.022, 4.763], [-1.025, 0.334, 5.148], [0.119, -1.993, -0.127], [0.670, -2.015, -1.771], [0.650, -3.218, -2.492], [1.071, -3.314, -3.809], [1.016, -4.590, -4.481], [0.966, -5.615, -5.003], [1.543, -2.168, -4.464], [1.566, -0.965, -3.769], [1.139, -0.852, -2.447], [1.152, 0.732, -1.692], [2.002, -2.216, -5.828], [2.365, -2.244, -6.921], [0.289, -4.106, -1.990], [1.930, -0.077, -4.269], [-5.002, 5.013, -2.328], [-4.271, 4.294, -1.789], [-3.383, 3.419, -1.121], [-2.114, 3.868, -0.650], [-1.297, 3.027, 0.026], [-1.706, 1.740, 0.258], [-2.886, 1.237, -0.216], [-3.725, 2.049, -0.899], [-1.777, 4.877, -0.839], [-0.315, 3.277, 0.395], [-3.055, 0.193, -0.007], [-4.651, 1.640, -1.275]], "forces_ev_per_angstrom": [[0.11, -0.33, -0.21], [-0.08, 0.05, -0.02], [-0.04, -0.02, 0.09], [-0.02, 0.02, -0.04], [0.07, 0.04, 0.02], [0.10, 0.01, -0.27], [-0.17, 0.06, 0.02], [0.12, -0.03, -0.07], [0.15, -0.09, -0.06], [-0.04, 0.03, 0.01], [-0.12, 0.20, 0.21], [-0.15, -0.15, 0.07], [0.05, 0.07, -0.06], [-0.01, 0.16, 0.22], [0.09, -0.04, 0.02], [-0.01, 0.00, 0.02], [-0.01, 0.00, 0.00], [0.07, 0.18, -0.04], [-0.01, -0.01, -0.06], [-0.06, -0.02, 0.13], [-0.01, -0.31, -0.17], [0.03, 0.30, 0.16], [-0.01, -0.02, -0.01], [0.11, 0.01, -0.29], [0.03, 0.10, -0.04], [-0.10, 0.16, 0.12], [0.04, -0.27, 0.03], [-0.13, -0.02, 0.30], [0.02, 0.02, -0.02], [0.00, 0.00, 0.00], [0.00, -0.01, 0.00], [-0.03, 0.03, -0.02], [0.20, -0.16, 0.14], [-0.25, 0.18, -0.17], [0.13, 0.01, 0.04], [-0.15, 0.00, -0.02], [0.10, -0.17, 0.02], [-0.01, 0.12, -0.05], [0.03, -0.12, 0.06], [-0.04, 0.01, -0.02], [0.01, 0.00, 0.00], [0.01, -0.02, -0.01], [-0.01, 0.05, -0.01]]}

---

Among the records above, which one has the lowest charge?
C21H9CoN5O5S2